(1)
94
Properties=species:S:1:pos:R:3:forces:R:3 method="wB97M-V/def2-TZVPD" charge=-2 lumo_ev=3.2 gap_ev=3.553 homo_energy_ev=-0.4 spin_multiplicity=1
Na -0.299 0.120 -0.643 0.018 0.242 0.547
O -2.323 0.945 -4.234 -0.066 0.013 0.116
C -1.662 1.061 -3.187 0.224 -0.004 -0.205
O -1.875 0.613 -2.041 -0.344 -0.130 -0.345
C -0.343 1.851 -3.350 -0.068 0.026 -0.075
C -0.239 2.807 -4.402 0.124 0.015 0.080
C 0.910 3.521 -4.538 -0.027 -0.078 0.057
C 1.995 3.263 -3.658 -0.011 0.031 -0.068
C 3.235 3.940 -3.731 0.041 -0.021 0.049
C 4.252 3.620 -2.871 -0.027 0.041 -0.073
C 4.073 2.607 -1.904 -0.073 -0.054 0.039
C 2.881 1.941 -1.806 0.037 0.044 -0.007
C 1.815 2.264 -2.679 -0.025 -0.018 0.066
N 0.638 1.592 -2.528 -0.045 0.002 -0.056
H -1.094 2.921 -5.053 0.001 0.021 -0.013
H 1.026 4.276 -5.309 -0.022 -0.001 -0.004
H 3.362 4.711 -4.484 0.031 0.000 0.003
H 5.204 4.135 -2.933 -0.014 0.019 -0.019
H 4.888 2.351 -1.238 0.004 -0.009 0.005
H 2.704 1.150 -1.085 0.047 0.031 -0.017
C -1.040 -4.321 0.257 -0.062 -0.118 -0.021
P -1.197 -2.673 -0.532 0.064 0.201 -0.063
C -2.939 -2.680 -1.094 -0.090 -0.110 0.059
C -0.322 -2.957 -2.114 -0.017 -0.018 0.080
C 0.881 -3.664 -2.144 0.022 -0.072 -0.012
C 1.622 -3.759 -3.313 0.015 0.002 0.009
C 1.183 -3.131 -4.470 0.029 0.005 -0.046
C -0.003 -2.409 -4.447 -0.016 0.021 -0.044
C -0.752 -2.324 -3.283 0.056 -0.031 -0.048
H -0.052 -4.413 0.705 0.060 0.028 -0.004
H -1.212 -5.139 -0.448 -0.005 0.019 0.033
H -1.773 -4.378 1.064 -0.004 0.002 0.007
H -3.181 -3.521 -1.750 0.005 0.020 0.006
H -3.144 -1.732 -1.591 0.002 0.025 -0.022
H -3.567 -2.710 -0.201 -0.001 0.007 -0.008
H 1.259 -4.125 -1.238 -0.007 0.022 0.003
H 2.560 -4.303 -3.307 0.002 0.010 -0.013
H 1.772 -3.188 -5.379 -0.003 0.000 0.006
H -0.351 -1.890 -5.332 0.014 -0.008 -0.007
H -1.659 -1.736 -3.286 -0.044 0.064 0.006
N 2.588 4.944 2.330 -0.025 -0.036 -0.102
N 2.153 3.708 1.859 0.069 -0.004 0.067
N 2.686 2.568 2.253 -0.128 0.155 -0.068
C 1.962 1.707 1.554 0.032 -0.167 0.080
N 1.041 2.316 0.787 -0.220 -0.070 -0.010
N 1.177 3.594 0.991 0.137 -0.003 -0.029
H 3.396 5.204 1.772 0.029 0.020 -0.009
H 1.837 5.583 2.088 -0.018 0.027 0.078
H 2.068 0.636 1.577 0.055 0.008 0.023
C -0.796 0.362 3.433 -0.054 -0.010 -0.113
Si -2.473 0.184 2.429 0.101 0.178 0.297
C -3.402 -1.126 3.626 0.052 -0.121 -0.222
C -4.725 -1.560 2.988 -0.057 0.037 0.024
C -3.670 -0.714 5.067 -0.063 0.058 0.093
C -2.488 -2.356 3.640 -0.035 -0.005 0.003
C -3.262 1.969 2.903 -0.063 -0.093 -0.274
C -4.780 1.939 2.717 -0.025 -0.024 0.063
C -2.952 2.544 4.280 -0.014 -0.017 0.153
C -2.689 2.934 1.857 0.002 0.037 0.049
H -0.885 0.391 4.527 -0.042 -0.024 0.032
H -0.306 1.294 3.130 -0.024 0.050 0.008
H -0.102 -0.442 3.170 -0.016 -0.043 0.007
H -5.469 -0.758 2.989 0.050 -0.034 0.002
H -5.162 -2.417 3.528 -0.001 -0.006 0.030
H -4.577 -1.858 1.947 0.030 -0.004 -0.013
H -4.428 0.074 5.126 0.029 -0.046 0.003
H -2.770 -0.345 5.566 0.012 -0.017 -0.029
H -4.046 -1.568 5.656 -0.008 -0.015 0.014
H -2.241 -2.672 2.622 0.014 0.025 -0.011
H -2.979 -3.203 4.146 -0.012 -0.003 0.017
H -1.545 -2.159 4.153 0.025 0.025 0.026
H -5.269 1.366 3.510 -0.004 0.025 -0.021
H -5.056 1.485 1.761 0.025 -0.007 -0.025
H -5.206 2.956 2.738 0.025 0.026 0.008
H -3.382 1.949 5.091 0.033 0.044 -0.075
H -3.362 3.564 4.370 -0.010 0.034 0.023
H -1.877 2.609 4.460 0.041 0.000 -0.022
H -2.921 2.609 0.842 -0.014 -0.034 -0.019
H -1.600 3.001 1.929 0.039 -0.003 -0.007
H -3.095 3.950 1.997 -0.006 0.005 0.020
I 7.603 -2.589 -3.462 0.097 -0.010 -0.055
C 5.892 -2.305 -2.293 -0.195 0.035 0.082
C 4.853 -1.527 -2.782 0.103 0.009 -0.105
C 3.724 -1.342 -1.999 -0.074 0.027 0.039
C 3.619 -1.937 -0.749 0.151 -0.016 0.074
C 4.666 -2.727 -0.286 -0.127 0.021 -0.002
C 5.810 -2.907 -1.046 0.157 -0.061 -0.042
C 2.372 -1.735 0.112 -0.231 -0.309 -0.199
O 2.144 -2.601 0.972 0.079 0.223 -0.056
O 1.693 -0.716 -0.189 0.224 -0.047 0.198
H 4.921 -1.066 -3.759 0.001 -0.010 0.001
H 2.899 -0.736 -2.355 0.025 -0.064 -0.012
H 4.551 -3.202 0.680 0.017 0.003 0.000
H 6.630 -3.511 -0.677 -0.011 -0.006 0.001


(2)
12
Properties=species:S:1:pos:R:3:forces:R:3 method="wB97M-V/def2-TZVPD" charge=0 lumo_ev=0.7 smiles="O=[N+]([O-])SC1CC1" gap_ev=10.653 homo_energy_ev=-10.0 spin_multiplicity=1
C 1.481 0.793 0.113 2.340 -2.865 -3.623
C 1.098 -0.622 0.419 0.279 0.772 -2.583
C 0.265 0.188 -0.562 -0.416 0.915 3.276
N -2.397 -0.271 -0.008 2.152 2.319 0.181
O -1.949 -1.311 -0.314 -0.051 -2.992 -0.677
O -3.455 0.042 0.404 -2.334 0.012 0.545
S -1.227 1.083 -0.104 0.581 0.063 0.331
H 1.188 1.524 0.745 -0.008 2.243 2.206
H 2.432 0.851 -0.525 -1.659 0.562 1.101
H 1.651 -1.482 0.051 0.156 0.503 -0.449
H 0.734 -0.836 1.331 -1.617 -0.450 3.002
H 0.178 0.041 -1.550 0.578 -1.082 -3.311


(3)
67
Properties=species:S:1:pos:R:3:forces:R:3 method="wB97M-V/def2-TZVPD" charge=-1 lumo_ev="1.7 / 1.7" gap_ev="7.173 / 6.424" homo_energy_ev="-5.5 / -4.7" spin_multiplicity=5
Fe 1.072 0.761 0.674 0.691 0.311 0.776
O -1.217 0.665 3.211 -0.936 -0.515 -0.419
As -0.116 2.001 3.378 1.741 0.165 -1.076
O -0.769 3.312 4.051 -0.754 0.406 0.266
O 0.754 2.262 1.929 -0.770 -0.401 0.511
C 1.192 1.281 4.595 0.596 1.186 0.175
C 1.462 2.057 5.725 -2.567 -0.311 0.405
C 2.181 1.573 6.793 0.997 0.989 0.013
C 2.897 0.424 6.660 1.477 -1.243 0.425
C 2.778 -0.229 5.433 2.337 -2.633 0.851
C 1.983 0.167 4.392 -1.157 0.294 0.768
S 2.036 -0.730 2.900 1.994 -1.250 -0.518
O 0.766 -0.794 2.183 -1.450 0.242 0.131
O 2.541 -2.032 3.259 -0.129 -0.220 0.087
O 2.917 0.077 2.076 0.728 0.576 -0.561
H -0.885 -0.058 2.625 0.142 0.765 0.573
H 0.777 2.882 5.939 0.452 0.181 -0.489
H 2.339 2.201 7.641 -0.236 0.274 0.640
H 3.645 0.060 7.475 -1.623 0.547 -1.613
H 3.397 -1.164 5.313 -0.819 1.103 -0.108
O 1.442 1.752 -1.255 0.145 -0.428 -0.498
C 1.619 0.598 -1.719 0.443 -0.357 -0.088
O 1.652 -0.439 -0.988 0.048 0.202 0.141
C 1.763 0.353 -3.201 -0.598 1.191 0.844
C 1.084 1.279 -4.017 0.658 -0.759 0.161
C 1.018 1.063 -5.372 1.228 -1.689 -0.226
C 1.752 -0.046 -5.809 -0.636 0.861 -1.497
O 1.989 -0.396 -7.163 -0.778 0.122 0.715
C 2.346 -1.744 -7.047 0.756 -0.266 -0.685
O 3.071 -1.829 -5.810 0.596 -1.607 -0.848
C 2.447 -0.943 -5.025 -0.976 1.702 0.117
C 2.447 -0.767 -3.668 -0.059 -0.186 -0.197
H 0.644 2.172 -3.620 -0.256 0.032 0.580
H 0.449 1.671 -6.025 -0.233 0.509 -0.630
H 2.985 -2.015 -7.925 -0.396 0.102 0.993
H 1.455 -2.411 -6.978 0.286 0.378 0.007
H 2.950 -1.495 -3.060 0.015 0.131 0.616
C -3.953 -0.057 0.971 -1.375 -1.468 3.280
O -3.197 -0.971 0.262 0.138 0.055 -1.088
C -2.239 -1.693 0.873 -0.249 -0.235 -1.911
C -2.307 -2.121 2.162 -0.414 0.971 1.132
C -1.341 -2.956 2.663 -0.480 -0.744 0.620
C -0.340 -3.386 1.830 0.825 -1.513 0.317
C -0.270 -3.026 0.510 -1.694 0.673 -0.693
C -1.280 -2.203 -0.003 1.164 0.523 -0.440
N -1.276 -1.871 -1.422 -0.253 -0.293 0.690
C -1.663 -0.854 -2.187 0.259 0.751 0.346
C -1.973 0.511 -1.952 -0.241 -0.043 -1.192
C -2.581 1.250 -3.033 -0.474 -0.227 0.803
C -2.812 2.591 -2.916 -0.013 0.149 0.206
C -2.370 3.306 -1.735 0.189 -0.066 0.927
C -1.779 2.656 -0.645 -0.692 0.734 -2.230
C -1.512 1.242 -0.794 -0.120 -0.077 -0.456
O -0.794 0.607 -0.016 -0.119 -0.670 1.363
H -4.226 0.752 0.361 -0.614 0.791 -1.068
H -3.403 0.357 1.822 0.226 0.057 -0.093
H -4.868 -0.601 1.470 1.231 1.102 -1.120
H -3.069 -1.665 2.787 -0.004 -0.369 0.081
H -1.479 -3.386 3.663 0.400 0.428 -0.342
H 0.368 -4.131 2.178 0.102 0.301 0.163
H 0.451 -3.431 -0.158 0.708 -0.143 -0.291
H -1.004 -2.633 -2.027 0.158 -0.273 0.572
H -1.611 -1.214 -3.220 -0.413 0.646 0.024
H -3.033 0.667 -3.836 0.319 0.269 -0.157
H -3.395 3.111 -3.685 0.410 -0.118 0.306
H -2.520 4.419 -1.694 0.147 -1.251 -0.026
H -1.388 3.214 0.203 -0.074 -0.363 -0.064


(4)
24
Properties=species:S:1:pos:R:3:forces:R:3 method="wB97M-V/def2-TZVPD" charge=+1 lumo_ev="-5.3 / -5.3" gap_ev="6.488 / 6.483" homo_energy_ev="-11.8 / -11.8" spin_multiplicity=1
C -5.109 2.192 1.110 0.957 0.822 0.408
C -4.480 2.561 2.240 0.675 -1.028 1.368
C -3.076 1.183 0.700 -0.070 -0.187 -1.980
C 1.405 -1.912 0.438 -1.677 1.957 -2.765
C 0.918 -0.604 -1.242 0.254 0.590 -4.199
C 4.501 -1.156 -0.960 -0.934 -0.310 -1.671
C 3.321 -0.440 -0.258 1.042 -1.284 2.096
N -4.311 1.541 0.224 1.991 -1.393 -1.527
N 0.112 -2.017 0.264 -0.704 -2.389 1.975
N 1.977 -1.034 -0.397 0.118 -1.354 1.031
N -0.343 -1.241 -0.733 1.475 0.952 0.685
S -2.834 1.888 2.189 -1.218 0.016 0.013
S -1.907 -0.881 -0.870 1.129 0.477 -0.024
H -6.054 2.388 0.749 -2.121 0.597 -0.109
H -4.830 2.830 3.252 -0.108 0.368 -1.170
H 1.960 -2.467 1.096 0.955 -1.222 1.830
H 0.877 0.450 -1.231 -0.589 1.411 0.160
H 1.133 -0.831 -2.391 -0.677 -0.073 2.288
H 5.291 -0.434 -1.081 0.515 0.151 0.378
H 4.858 -2.080 -0.527 0.034 0.089 0.761
H 4.315 -1.486 -2.016 -0.466 0.566 0.722
H 3.613 -0.383 0.912 -1.018 0.074 -2.673
H 3.208 0.539 -0.653 0.184 1.044 -0.117
H -4.544 1.394 -0.815 0.252 0.127 2.520


(5)
15
Properties=species:S:1:pos:R:3:forces:R:3 method="wB97M-V/def2-TZVPD" charge=0 lumo_ev=0.3 gap_ev=8.235 homo_energy_ev=-8.0 spin_multiplicity=1
C 0.605 2.406 -0.735 0.043 0.162 0.010
C -1.398 1.600 0.261 -0.651 0.016 0.169
N 0.050 -3.533 0.425 0.117 0.080 0.110
N -0.038 1.509 -0.142 0.820 -0.207 -0.115
P 0.920 -0.310 0.404 0.025 0.257 0.969
S 2.693 0.288 0.905 -0.112 0.037 -0.021
Cl 1.015 -0.806 -1.585 -0.048 -0.294 -1.034
H 1.647 2.215 -0.963 0.197 -0.065 -0.019
H 0.052 -3.997 -0.472 -0.038 -0.032 -0.117
H 0.173 3.364 -1.008 -0.159 0.052 0.015
H -1.967 0.846 -0.282 -0.068 -0.001 -0.002
H -1.448 1.344 1.320 -0.101 0.069 0.005
H -1.827 2.588 0.085 0.019 -0.002 0.001
H 0.433 -4.176 1.104 -0.019 -0.025 0.042
H -0.909 -3.338 0.682 -0.026 -0.046 -0.013